9
Properties=species:S:1:pos:R:3:forces:R:3:lowdin_charge:R:1 method="wB97M-V/def2-TZVPD" de_lowest_kj_mol=322.3 energy_ha=-1310.1560 multiplicity=1 orbital_gap_ha="0.2292 / 0.2554" e_lumo_ev="-3.02 / -1.91" total_charge=0
C -1.332 0.149 -0.710 2.601 -0.070 1.758 -0.55
O 0.580 -1.324 0.787 -0.051 -0.714 0.956 -0.59
S 2.457 0.241 -0.669 -0.095 0.409 0.420 0.31
S -1.607 1.179 0.765 0.196 -0.185 -0.243 0.52
S 1.293 -0.068 0.928 0.631 0.457 -1.259 0.34
H -0.262 0.387 -1.092 -2.083 -0.355 0.046 0.00
H -2.110 0.423 -1.344 -1.071 0.551 -1.636 -0.01
H -1.403 -0.904 -0.429 0.039 0.249 -0.255 0.02
H 2.384 -0.083 1.765 -0.166 -0.341 0.213 -0.03

36
Properties=species:S:1:pos:R:3:forces:R:3:lowdin_charge:R:1 method="wB97M-V/def2-TZVPD" de_lowest_kj_mol=0.0 energy_ha=-4102.2804 multiplicity=1 orbital_gap_ha=0.3361 e_lumo_ev=0.02 total_charge=0
F -3.265 3.763 -1.634 0.294 -1.415 0.089 0.04
C -2.959 2.421 -1.518 0.295 0.441 -0.166 -0.22
C -3.990 1.493 -1.604 0.020 0.107 -0.063 0.06
C -3.634 0.152 -1.527 -0.223 -0.433 -0.073 -0.23
F -4.629 -0.798 -1.601 0.954 0.900 -0.065 0.04
C -2.318 -0.264 -1.352 -0.089 0.238 0.299 0.03
C -1.321 0.702 -1.136 -0.184 -0.184 -0.241 -0.23
C 0.001 0.220 -0.554 -0.058 0.112 -0.434 -0.43
S 0.015 0.705 1.246 0.033 0.060 -0.057 1.01
C 0.007 -0.872 2.062 0.011 -0.341 0.120 -0.54
C 1.228 -1.468 2.431 -0.735 -0.088 0.183 -0.09
C 1.222 -2.662 3.154 -0.352 -0.026 -0.265 -0.12
C 0.000 -3.285 3.440 0.005 0.731 0.017 -0.69
Br -0.005 -4.991 4.262 -0.002 0.166 0.058 0.74
C -1.219 -2.656 3.151 0.352 -0.031 -0.267 -0.12
C -1.218 -1.462 2.428 0.734 -0.084 0.183 -0.09
C 1.317 0.687 -1.164 0.195 -0.081 -0.314 -0.23
C 2.323 -0.278 -1.327 -0.013 0.102 0.368 0.03
C 3.636 0.136 -1.497 0.496 -0.082 -0.177 -0.23
F 4.637 -0.808 -1.548 -0.948 0.833 -0.036 0.04
C 3.994 1.481 -1.602 -0.520 -0.102 -0.005 0.07
C 2.948 2.403 -1.582 -0.003 0.339 -0.189 -0.22
F 3.253 3.743 -1.710 -0.332 -1.403 0.026 0.04
C 1.611 2.032 -1.425 0.444 0.091 0.205 0.03
C -1.625 2.057 -1.313 -0.575 0.157 0.084 0.03
H -5.020 1.806 -1.758 0.242 -0.105 0.082 0.14
H -2.056 -1.321 -1.337 -0.262 0.206 0.180 0.13
H -0.004 -0.876 -0.510 0.000 0.280 -0.230 0.10
H 2.161 -0.984 2.158 -0.134 -0.050 0.128 0.11
H 2.158 -3.096 3.494 -0.177 -0.089 -0.174 0.10
H -2.158 -3.086 3.488 0.177 -0.087 -0.175 0.10
H -2.148 -0.974 2.152 0.133 -0.051 0.130 0.11
H 2.067 -1.337 -1.277 0.264 0.239 0.191 0.13
H 5.020 1.796 -1.732 -0.048 -0.051 0.051 0.13
H 0.836 2.791 -1.489 0.552 -0.136 0.287 0.10
H -0.864 2.831 -1.269 -0.548 -0.161 0.250 0.10

63
Properties=species:S:1:pos:R:3:forces:R:3:lowdin_charge:R:1 method="wB97M-V/def2-TZVPD" de_lowest_kj_mol=945.8 energy_ha=-7965.9258 multiplicity=1 orbital_gap_ha=0.0408 e_lumo_ev=-9.72 total_charge=+1
C 3.741 -2.942 -0.540 -0.256 0.570 0.302 -0.12
C 3.447 -1.300 -0.583 0.148 -1.191 -1.890 -0.23
C 2.140 -0.999 -1.580 -0.058 0.176 0.748 -0.17
C 1.117 0.123 -0.883 -0.273 -1.993 -1.259 -0.23
C -0.169 -0.673 -0.251 -0.745 0.312 -0.806 -0.18
C -1.487 0.316 0.036 1.457 -1.234 -0.088 -0.34
C -2.807 -0.630 -0.187 -0.077 0.614 0.798 -0.21
C -4.177 -0.100 0.542 -0.482 -0.982 0.418 -0.26
C -5.270 -1.360 0.428 0.282 -0.149 -0.285 -0.11
C -6.263 -1.238 -0.876 0.273 -1.357 -0.603 -0.28
N -5.479 -1.001 -2.181 -1.604 0.900 0.667 0.01
C -6.955 -2.747 -1.078 -1.850 -4.539 -0.583 -0.32
O -7.243 -3.572 -0.067 1.608 4.803 -5.391 0.02
O -7.234 -3.245 -2.464 1.294 2.895 6.475 -0.07
H 3.806 -3.362 -1.654 -0.172 0.990 2.494 0.10
H 4.768 -3.121 0.008 -2.255 0.241 -1.153 0.07
H 2.848 -3.475 0.043 2.025 1.038 -1.328 0.09
H 3.277 -0.851 0.487 0.421 -0.843 -1.798 0.08
H 4.380 -0.829 -1.133 -2.010 -0.664 1.577 0.09
H 2.558 -0.627 -2.628 -1.127 -0.787 2.301 0.13
H 1.466 -1.975 -1.712 1.723 2.053 0.152 0.12
H 0.750 0.858 -1.717 0.766 -0.990 1.928 0.13
H 1.751 0.629 -0.030 -1.176 -0.642 -1.777 -0.15
H 0.057 -1.312 0.703 -0.257 1.309 -1.762 0.14
H -0.550 -1.431 -1.089 0.972 1.634 1.789 0.13
H -1.387 0.782 1.111 -0.401 -0.811 -1.792 0.11
H -1.399 1.220 -0.725 0.257 -2.107 1.048 -0.03
H -2.995 -0.699 -1.340 0.437 -0.321 2.229 0.13
H -2.549 -1.683 0.314 -0.531 2.310 -1.405 0.15
H -4.050 0.086 1.705 0.067 -0.229 -2.408 0.13
H -4.621 0.890 0.052 0.500 -2.180 0.931 -0.07
H -5.862 -1.527 1.435 1.022 0.588 -2.275 0.15
H -4.624 -2.352 0.274 -1.540 2.153 0.207 0.14
H -7.114 -0.415 -0.744 1.496 -1.605 0.452 0.06
H -6.167 -0.905 -2.985 1.241 -0.546 1.233 0.08
H -4.959 -0.096 -2.147 -0.771 -0.790 0.182 0.03
Al -2.943 2.348 -0.149 -1.450 1.231 0.140 0.91
C -7.288 3.389 3.854 -2.834 1.421 1.487 -0.58
F -7.144 3.751 5.169 0.625 -0.802 -2.063 0.13
F -8.314 2.479 3.828 1.628 0.681 0.166 0.03
F -7.763 4.503 3.211 1.095 -1.416 0.302 0.10
S -5.709 2.729 3.103 2.824 0.047 6.724 0.54
O -5.351 1.553 3.908 -1.144 1.558 -1.634 -0.27
O -4.733 3.823 3.215 -1.659 -1.399 -1.316 -0.24
O -6.044 2.396 1.712 -2.742 -0.357 -3.912 -0.49
C 8.816 -0.440 0.081 3.060 0.571 0.810 -0.56
F 9.568 -1.584 0.171 -1.571 1.089 -0.314 0.10
F 8.900 0.159 1.313 -0.839 -0.730 -1.446 0.10
F 9.494 0.385 -0.780 -1.892 -1.067 0.810 0.01
S 7.055 -0.764 -0.454 -0.239 -0.831 -0.254 0.55
O 6.490 -1.653 0.571 0.659 1.020 -0.770 -0.22
O 7.156 -1.400 -1.775 -0.074 0.841 1.401 -0.19
O 6.407 0.553 -0.495 0.503 -0.648 0.021 -0.25
Al 2.286 1.677 1.499 2.063 1.278 0.514 0.75
Cl -8.214 1.955 1.166 2.391 0.189 0.050 0.51
Br 4.686 3.029 1.318 -1.672 -1.161 0.013 0.01
C 12.788 1.565 -1.248 0.042 -0.014 -0.074 -1.52
Cl 14.453 1.285 -0.712 -0.209 0.074 -0.095 0.52
Cl 12.075 0.067 -1.872 0.402 0.195 -0.100 0.56
Cl 11.808 2.215 0.077 0.176 0.038 -0.132 0.54
H 12.805 2.300 -2.056 -0.009 -0.263 0.296 0.02
Cl -5.814 2.603 -1.192 -0.056 -0.488 -0.116 -0.18
Li -8.214 0.643 -2.014 0.519 0.315 0.166 0.78

Repeat the second record exactly.
36
Properties=species:S:1:pos:R:3:forces:R:3:lowdin_charge:R:1 method="wB97M-V/def2-TZVPD" de_lowest_kj_mol=0.0 energy_ha=-4102.2804 multiplicity=1 orbital_gap_ha=0.3361 e_lumo_ev=0.02 total_charge=0
F -3.265 3.763 -1.634 0.294 -1.415 0.089 0.04
C -2.959 2.421 -1.518 0.295 0.441 -0.166 -0.22
C -3.990 1.493 -1.604 0.020 0.107 -0.063 0.06
C -3.634 0.152 -1.527 -0.223 -0.433 -0.073 -0.23
F -4.629 -0.798 -1.601 0.954 0.900 -0.065 0.04
C -2.318 -0.264 -1.352 -0.089 0.238 0.299 0.03
C -1.321 0.702 -1.136 -0.184 -0.184 -0.241 -0.23
C 0.001 0.220 -0.554 -0.058 0.112 -0.434 -0.43
S 0.015 0.705 1.246 0.033 0.060 -0.057 1.01
C 0.007 -0.872 2.062 0.011 -0.341 0.120 -0.54
C 1.228 -1.468 2.431 -0.735 -0.088 0.183 -0.09
C 1.222 -2.662 3.154 -0.352 -0.026 -0.265 -0.12
C 0.000 -3.285 3.440 0.005 0.731 0.017 -0.69
Br -0.005 -4.991 4.262 -0.002 0.166 0.058 0.74
C -1.219 -2.656 3.151 0.352 -0.031 -0.267 -0.12
C -1.218 -1.462 2.428 0.734 -0.084 0.183 -0.09
C 1.317 0.687 -1.164 0.195 -0.081 -0.314 -0.23
C 2.323 -0.278 -1.327 -0.013 0.102 0.368 0.03
C 3.636 0.136 -1.497 0.496 -0.082 -0.177 -0.23
F 4.637 -0.808 -1.548 -0.948 0.833 -0.036 0.04
C 3.994 1.481 -1.602 -0.520 -0.102 -0.005 0.07
C 2.948 2.403 -1.582 -0.003 0.339 -0.189 -0.22
F 3.253 3.743 -1.710 -0.332 -1.403 0.026 0.04
C 1.611 2.032 -1.425 0.444 0.091 0.205 0.03
C -1.625 2.057 -1.313 -0.575 0.157 0.084 0.03
H -5.020 1.806 -1.758 0.242 -0.105 0.082 0.14
H -2.056 -1.321 -1.337 -0.262 0.206 0.180 0.13
H -0.004 -0.876 -0.510 0.000 0.280 -0.230 0.10
H 2.161 -0.984 2.158 -0.134 -0.050 0.128 0.11
H 2.158 -3.096 3.494 -0.177 -0.089 -0.174 0.10
H -2.158 -3.086 3.488 0.177 -0.087 -0.175 0.10
H -2.148 -0.974 2.152 0.133 -0.051 0.130 0.11
H 2.067 -1.337 -1.277 0.264 0.239 0.191 0.13
H 5.020 1.796 -1.732 -0.048 -0.051 0.051 0.13
H 0.836 2.791 -1.489 0.552 -0.136 0.287 0.10
H -0.864 2.831 -1.269 -0.548 -0.161 0.250 0.10